{"formula": "C6H10N3", "method": "ωB97M-V/def2-TZVPD", "e_above_lowest_ev": 1.3573, "energy_ha": -398.61643, "charge": 1, "symbols": ["C", "N", "C", "C", "C", "C", "C", "N", "N", "H", "H", "H", "H", "H", "H", "H", "H", "H", "H"], "coordinates": [[-0.3563, -1.5539, 2.7126], [-0.4161, -2.5230, 1.8485], [0.0629, -2.0242, 0.6859], [0.4210, -0.7110, 0.8490], [0.9616, 0.2919, -0.1263], [0.0155, 0.3672, -1.2993], [-1.0916, 1.3394, -1.3454], [0.0853, 1.5419, -2.1962], [0.1363, -0.4179, 2.1589], [-0.6569, -1.6259, 3.7376], [0.1310, -2.6425, -0.1861], [1.0603, 1.2639, 0.3611], [1.9485, -0.0262, -0.4750], [-0.1170, -0.5787, -1.8127], [-2.0137, 1.0915, -1.8534], [-1.2134, 2.0469, -0.5356], [-0.0061, 1.4165, -3.2041], [0.7327, 2.2933, -1.9555], [0.3161, 0.4509, 2.6359]], "atomic_forces_ev_per_a": [[-0.055, -0.004, 0.142], [-0.259, -0.536, 0.342], [0.206, 0.537, -0.117], [0.003, -0.005, -0.376], [0.103, -0.191, 0.067], [-0.190, -0.494, 0.621], [-0.672, -0.360, 0.595], [0.702, 0.711, -0.960], [0.033, 0.146, 0.015], [-0.039, 0.078, 0.278], [0.061, -0.098, -0.296], [0.047, 0.079, -0.076], [-0.020, 0.162, -0.015], [-0.060, 0.211, -0.204], [0.146, 0.011, -0.185], [0.196, 0.049, -0.056], [-0.030, -0.034, 0.211], [-0.150, -0.176, 0.008], [-0.020, -0.086, 0.003]]}

{"formula": "C25H35ClN4O3PdSe", "method": "ωB97M-V/def2-TZVPD", "e_above_lowest_ev": 1.0404, "energy_ha": -4407.95464, "symbols": ["Pd", "C", "C", "C", "C", "N", "C", "Se", "N", "C", "C", "C", "C", "C", "C", "C", "C", "C", "C", "H", "H", "H", "H", "H", "H", "H", "H", "H", "H", "H", "H", "H", "H", "H", "H", "H", "H", "H", "H", "H", "H", "C", "N", "C", "N", "O", "H", "H", "H", "H", "H", "H", "Cl", "C", "C", "O", "O", "H", "H", "C", "C", "C", "C", "C", "C", "H", "H", "H", "H", "H"], "coordinates": [[-0.5044, 0.5220, -0.6739], [5.1761, 0.9950, -2.1211], [4.3541, 0.2213, -3.1520], [3.1772, 0.9790, -3.7696], [1.9958, 1.2222, -2.8372], [2.3157, 2.0636, -1.6894], [2.2575, 1.7053, -0.3890], [1.7840, 0.0153, 0.2732], [2.5596, 2.7938, 0.3560], [2.6336, 2.8483, 1.8109], [4.0239, 3.2294, 2.3210], [5.1682, 2.3983, 1.7469], [5.1145, 0.9265, 2.1405], [2.7372, 3.8882, -0.4818], [2.9638, 5.2311, -0.2144], [3.0286, 6.0857, -1.3025], [2.8587, 5.6163, -2.6088], [2.6243, 4.2771, -2.8716], [2.5778, 3.4204, -1.7819], [6.1320, 0.5001, -1.9465], [4.6707, 1.0600, -1.1572], [5.3868, 2.0124, -2.4612], [3.9832, -0.7042, -2.7024], [5.0132, -0.0757, -3.9710], [2.7776, 0.3857, -4.5956], [3.5287, 1.9184, -4.2047], [1.6591, 0.2629, -2.4438], [1.1566, 1.6923, -3.3533], [2.3297, 1.8655, 2.1656], [1.8897, 3.5698, 2.1577], [3.9979, 3.1178, 3.4085], [4.2150, 4.2857, 2.1230], [6.1082, 2.8354, 2.0916], [5.1740, 2.4932, 0.6568], [5.0903, 0.8166, 3.2272], [5.9900, 0.3905, 1.7729], [4.2324, 0.4270, 1.7368], [3.0664, 5.6027, 0.7950], [3.2030, 7.1403, -1.1370], [2.8996, 6.3162, -3.4325], [2.4586, 3.9255, -3.8798], [-0.6360, 5.5797, -0.7344], [-1.6791, 4.7813, -1.3383], [-1.4985, 3.4708, -1.6646], [-2.5481, 2.8412, -2.2418], [-0.4158, 2.9026, -1.4568], [-0.8645, 5.8220, 0.3064], [-0.4857, 6.5072, -1.2885], [0.2873, 5.0077, -0.7674], [-2.5920, 5.1832, -1.4517], [-3.4578, 3.2665, -2.2219], [-2.5141, 1.8242, -2.3090], [-4.5457, -1.5845, -3.5627], [-3.4793, -2.0606, -2.2114], [-2.2920, -1.1408, -1.9627], [-1.3731, -1.6685, -1.3006], [-2.3141, 0.0496, -2.3586], [-3.1252, -3.0680, -2.4001], [-4.0898, -2.0626, -1.3097], [-3.2190, 1.7468, 2.8591], [-3.3129, 0.4838, 2.2901], [-2.4177, 0.0833, 1.3051], [-1.4332, 0.9730, 0.8891], [-1.3015, 2.2258, 1.4747], [-2.2059, 2.6073, 2.4600], [-3.9231, 2.0533, 3.6218], [-4.0896, -0.1991, 2.6118], [-2.4690, -0.9102, 0.8766], [-0.5040, 2.8912, 1.1698], [-2.1140, 3.5854, 2.9179]], "atomic_forces_ev_per_a": [[0.747, -0.300, -0.494], [-0.010, 0.011, 0.015], [-0.018, -0.018, 0.001], [-0.019, -0.018, 0.038], [0.047, -0.043, 0.034], [0.015, 0.047, -0.028], [-0.066, -0.076, 0.071], [-0.065, 0.311, -0.050], [-0.060, 0.079, -0.001], [0.013, -0.020, -0.004], [-0.011, -0.025, -0.018], [-0.022, -0.027, 0.020], [-0.001, -0.004, -0.002], [0.053, -0.036, 0.014], [0.022, -0.022, -0.007], [0.009, 0.005, -0.037], [0.003, 0.024, 0.029], [-0.017, 0.004, 0.022], [-0.054, -0.033, 0.013], [0.001, -0.005, 0.000], [0.013, -0.011, -0.021], [0.003, 0.001, -0.014], [0.014, -0.013, -0.008], [0.003, -0.014, 0.003], [0.014, 0.033, -0.047], [0.015, 0.020, 0.028], [-0.037, 0.016, 0.039], [0.006, -0.003, -0.030], [0.010, -0.003, 0.017], [0.000, -0.008, 0.019], [0.012, 0.024, 0.013], [-0.001, 0.002, 0.003], [0.002, 0.000, 0.000], [0.015, 0.008, -0.005], [0.002, 0.002, 0.005], [0.003, 0.009, -0.011], [0.001, 0.013, 0.011], [0.003, 0.003, 0.001], [0.000, 0.003, -0.001], [0.002, 0.006, 0.004], [0.016, -0.014, -0.004], [-0.025, -0.007, -0.010], [0.034, 0.017, -0.010], [-0.082, -0.089, 0.061], [0.009, 0.096, 0.085], [-0.012, 0.028, -0.138], [0.009, -0.005, 0.010], [-0.005, 0.003, 0.004], [-0.034, 0.005, -0.006], [0.003, 0.012, -0.033], [0.000, 0.005, -0.016], [0.002, -0.007, -0.069], [0.038, 0.024, 0.040], [-0.096, 0.021, -0.162], [0.043, -0.224, -0.138], [-0.249, -0.033, 0.091], [-0.060, 0.089, 0.200], [0.003, -0.001, -0.007], [0.021, -0.018, 0.008], [0.026, -0.008, 0.008], [-0.006, -0.011, -0.006], [0.111, 0.065, 0.104], [-0.433, 0.169, 0.433], [0.063, -0.132, 0.066], [0.013, 0.019, 0.011], [0.004, -0.004, 0.001], [0.006, -0.002, 0.005], [-0.018, 0.020, -0.059], [-0.022, 0.036, -0.088], [-0.004, -0.002, -0.004]]}

{"formula": "C35H48HoNO5", "method": "ωB97M-V/def2-TZVPD", "multiplicity": 5, "energy_ha": -2741.28964, "charge": -2, "s2": 6.084, "symbols": ["C", "C", "C", "C", "H", "H", "C", "H", "H", "C", "H", "H", "C", "C", "C", "O", "O", "O", "O", "C", "H", "H", "H", "C", "H", "H", "H", "O", "H", "H", "C", "C", "H", "H", "H", "H", "H", "H", "Ho", "C", "C", "C", "H", "C", "C", "H", "H", "H", "H", "C", "C", "C", "H", "C", "C", "H", "H", "H", "H", "C", "C", "C", "C", "C", "C", "C", "C", "N", "C", "C", "C", "C", "H", "H", "H", "H", "H", "H", "H", "H", "H", "H", "H", "H", "H", "H", "H", "H", "H", "H"], "coordinates": [[0.2362, -0.6652, -5.5257], [0.3344, -1.6508, -4.3075], [-0.4644, 0.6182, -5.0039], [-0.9901, 0.3218, -3.6001], [-1.3113, 0.8107, -5.6610], [0.2198, 1.4660, -5.0400], [-0.8364, -1.2086, -3.4059], [1.3187, -1.5017, -3.8203], [0.2434, -2.6859, -4.6694], [-0.7942, -1.5190, -1.9031], [-1.7186, -1.7104, -3.8427], [-2.0603, 0.5072, -3.4740], [-0.2502, 1.0549, -2.4799], [1.6202, -0.4079, -6.1203], [-0.4961, -1.1818, -6.7721], [-1.0218, -0.4435, -7.5905], [2.5590, 0.0818, -5.5027], [1.7381, -0.8217, -7.3973], [-0.4783, -2.5075, -6.9471], [-1.0501, -2.8473, -8.2214], [-1.0510, -3.9344, -8.2483], [-0.4404, -2.4296, -9.0356], [-2.0615, -2.4320, -8.2986], [3.0781, -0.8250, -7.9059], [3.5440, 0.1621, -7.7906], [2.9727, -1.0969, -8.9573], [3.6718, -1.5743, -7.3633], [-0.4300, -0.3610, -1.1239], [-0.1282, -2.3493, -1.6316], [-1.8162, -1.8140, -1.6361], [-0.9855, 2.1759, -1.8140], [1.1874, 1.2398, -2.7542], [1.3356, 2.0257, -3.5073], [1.6652, 0.3426, -3.1574], [1.7615, 1.5729, -1.8855], [-0.5953, 2.4272, -0.8179], [-2.0499, 1.9435, -1.7124], [-0.8864, 3.0764, -2.4305], [-0.2815, -0.1517, 1.0057], [-2.4351, -0.2227, 2.7359], [-2.6124, 0.9086, 1.9090], [-2.7667, 0.4558, 0.5702], [-2.7473, 1.9396, 2.2469], [-2.6883, -0.9826, 0.5851], [-2.3937, -1.3918, 1.9243], [-2.3021, -2.4274, 2.2660], [-2.4643, -0.2261, 3.8220], [-3.1119, 1.0746, -0.2603], [-2.9962, -1.6601, -0.2008], [2.1965, 1.0993, 1.8022], [2.5315, -0.2393, 2.1103], [2.3475, -1.0446, 0.9453], [2.9890, -0.5829, 3.0269], [2.0637, -0.1561, -0.1260], [1.8890, 1.1716, 0.4212], [1.7443, 2.1047, -0.1356], [2.2392, 1.9584, 2.4737], [2.4882, -2.1246, 0.8702], [2.1933, -0.4106, -1.1846], [-0.5066, 2.1229, 7.9238], [-0.4177, 2.0711, 6.4228], [-0.6949, 3.2220, 5.6868], [-0.5767, 3.2200, 4.2884], [-0.7851, 4.4867, 3.5075], [-0.2319, 2.0407, 3.6432], [-0.0045, 0.8037, 4.3359], [-0.0312, 0.9052, 5.7641], [0.1629, -0.3541, 3.6153], [0.4176, -1.6391, 4.3103], [1.7063, -1.6197, 5.1334], [-0.7662, -2.0371, 5.2011], [0.5522, -2.7646, 3.2810], [0.3762, 2.5999, 8.3684], [-1.3688, 2.7190, 8.2392], [-0.5999, 1.1192, 8.3518], [-0.9799, 4.1388, 6.1980], [-1.5892, 5.0820, 3.9588], [0.1201, 5.1099, 3.4989], [-1.0479, 4.2699, 2.4630], [-0.1343, 2.0879, 2.5431], [0.2430, 0.0469, 6.3759], [1.7508, -0.8163, 5.8685], [1.7837, -2.5666, 5.6771], [2.5911, -1.5285, 4.5024], [-1.6596, -2.2496, 4.6030], [-0.4958, -2.9422, 5.7566], [-1.0247, -1.2699, 5.9320], [-0.3207, -2.8369, 2.6183], [1.4439, -2.6577, 2.6581], [0.6352, -3.7145, 3.8211]], "atomic_forces_ev_per_a": [[0.333, -0.362, -0.858], [0.155, 0.461, -0.152], [-0.370, -0.132, -0.496], [0.459, -0.216, 1.644], [0.199, 0.225, -0.154], [-0.138, -0.040, 0.047], [0.239, -0.439, -0.620], [-0.553, -0.177, -0.222], [0.132, 0.272, 0.307], [0.155, 1.785, 1.262], [0.047, 0.104, 0.134], [0.001, 0.368, -0.298], [-0.549, 1.093, -1.902], [1.383, 0.962, 1.755], [-1.028, 0.996, -0.087], [0.362, -0.605, 0.816], [-1.266, -0.784, -1.097], [0.580, -0.058, -0.115], [-0.220, -0.009, -0.454], [0.047, -0.189, 0.067], [-0.054, 0.015, -0.077], [-0.157, -0.141, 0.263], [0.234, -0.234, -0.030], [-0.066, 0.048, 0.088], [-0.139, -0.300, -0.045], [0.132, 0.048, 0.128], [-0.100, 0.257, -0.182], [-0.944, -3.478, -2.207], [0.111, -0.221, -0.343], [0.128, -0.194, 0.042], [0.223, -0.365, -0.304], [0.337, 0.348, 0.309], [0.224, 0.306, -0.363], [0.002, 0.211, 0.128], [-0.206, -0.190, -0.290], [-0.006, -0.134, -0.054], [0.221, 0.086, -0.023], [-0.075, 0.538, -0.074], [0.932, 0.351, 2.444], [-0.504, -0.270, -0.035], [-0.714, -0.336, -0.013], [-1.175, -1.107, 0.188], [0.216, -0.422, -0.095], [-0.816, 0.747, 0.719], [-1.453, 0.544, -0.286], [-0.129, 0.463, -0.108], [0.502, 0.167, -0.322], [0.402, -0.331, 0.258], [0.381, 0.171, -0.060], [0.883, -0.522, -0.059], [0.103, 0.422, -0.537], [0.713, 1.121, -0.140], [-0.563, 0.093, 0.018], [0.859, 0.526, -0.079], [1.043, -0.561, -0.597], [-0.014, -0.486, 0.340], [-0.082, -0.423, -0.109], [0.164, 0.362, -0.083], [-0.677, 0.055, 0.680], [0.073, -0.024, 0.208], [0.262, -0.069, -0.650], [-0.135, 0.318, 0.097], [0.366, -0.924, 0.121], [-0.097, 0.139, -0.170], [-0.076, 0.502, -0.415], [0.323, -2.049, -0.719], [-0.094, 0.352, 0.606], [0.118, 1.071, 1.156], [-0.475, 1.213, -0.250], [0.350, -0.331, 0.344], [-0.224, -0.248, 0.348], [0.186, -0.181, -0.212], [-0.012, -0.091, -0.058], [-0.008, -0.092, -0.007], [0.005, 0.112, -0.017], [-0.050, -0.004, 0.033], [0.086, -0.033, -0.126], [-0.111, -0.106, 0.013], [0.040, 0.057, 0.230], [-0.095, -0.185, 0.697], [-0.296, 0.428, -0.137], [0.000, -0.074, -0.152], [0.123, -0.107, 0.111], [-0.193, -0.073, 0.041], [0.187, 0.048, 0.012], [-0.135, -0.124, 0.049], [-0.065, -0.119, -0.164], [0.195, 0.150, 0.230], [-0.141, 0.102, 0.158], [-0.010, -0.074, -0.040]]}

{"formula": "C4H14N2O", "method": "ωB97M-V/def2-TZVPD", "e_above_lowest_ev": 1.4815, "energy_ha": -345.52174, "symbols": ["N", "C", "C", "O", "H", "H", "H", "H", "H", "H", "H", "C", "C", "N", "H", "H", "H", "H", "H", "H", "H"], "coordinates": [[-2.8558, -0.8576, 1.5759], [-1.6562, -0.1844, 2.0838], [-0.5912, -0.1003, 1.0272], [0.5323, 0.6707, 1.4530], [-2.8204, -1.8649, 1.4819], [-3.5595, -0.7473, 2.3104], [-1.1616, -0.6616, 2.9559], [-1.8577, 0.8363, 2.3878], [-1.0463, 0.2780, 0.1070], [-0.2522, -1.0825, 0.6825], [1.0476, 0.8812, 0.6650], [0.9855, -0.7142, -2.0429], [1.1956, 0.7454, -1.8395], [2.1621, 1.0401, -0.7398], [0.2978, -0.9793, -2.8491], [1.9318, -1.2544, -2.1719], [0.5116, -1.0910, -1.1348], [1.4357, 1.2349, -2.7869], [0.2784, 1.2309, -1.5492], [2.3569, 2.0067, -0.6565], [3.0656, 0.6132, -0.9600]], "atomic_forces_ev_per_a": [[-0.844, 0.586, 0.960], [1.246, -0.835, 0.350], [0.537, 0.037, -1.033], [-1.383, -0.261, 0.556], [0.794, -0.027, -0.082], [-0.024, 0.139, -0.469], [-0.470, 0.026, -0.130], [-0.506, 0.144, -0.019], [-0.129, 0.590, 0.039], [-0.021, -0.429, 0.581], [0.630, -0.181, -0.169], [-0.162, -0.986, 0.753], [0.440, 1.388, -0.181], [0.141, -1.541, -1.073], [0.232, 0.339, -0.140], [-0.172, 0.106, -0.123], [0.214, -0.299, -0.085], [0.458, 0.008, -0.062], [-0.583, 0.029, 0.200], [-0.028, 1.202, -0.088], [-0.371, -0.035, 0.216]]}